No. 1
{
  "formula": "C18H23N2O",
  "method": "ωB97M-V/def2-TZVPD",
  "charge": -1,
  "total_energy_ev": -24066.340,
  "elements": ["N", "C", "C", "C", "C", "N", "H", "H", "C", "C", "C", "C", "C", "C", "O", "C", "C", "C", "C", "C", "C", "C", "C", "H", "H", "H", "H", "H", "H", "H", "H", "H", "H", "H", "H", "H", "H", "H", "H", "H", "H", "H", "H", "H"],
  "xyz": [[-4.747, -1.323, -1.127], [-3.614, -1.542, -0.897], [-2.327, -1.873, -0.516], [-1.138, -1.306, -1.168], [-0.649, -2.391, -2.032], [-0.170, -3.292, -2.605], [-2.197, -2.789, 0.065], [-1.481, -0.417, -1.724], [2.585, 1.779, -2.601], [1.574, 0.750, -2.097], [0.475, 0.710, -3.163], [2.314, -0.585, -2.057], [1.080, 1.099, -0.657], [0.286, 0.241, 0.157], [-0.089, -1.016, -0.305], [-0.026, 0.544, 1.504], [-0.921, -0.348, 2.413], [-0.750, -0.011, 3.894], [-0.537, -1.819, 2.285], [-2.403, -0.124, 2.105], [0.535, 1.700, 2.051], [1.338, 2.532, 1.290], [1.580, 2.255, -0.047], [3.468, 1.824, -1.959], [2.925, 1.489, -3.601], [2.146, 2.777, -2.690], [-0.116, -0.209, -3.140], [-0.183, 1.582, -3.078], [0.953, 0.758, -4.151], [1.658, -1.398, -1.747], [2.709, -0.815, -3.054], [3.146, -0.509, -1.348], [-1.129, 0.986, 4.139], [-1.326, -0.730, 4.490], [0.298, -0.094, 4.198], [-0.688, -2.191, 1.275], [0.521, -1.927, 2.548], [-1.139, -2.417, 2.980], [-2.660, -0.356, 1.068], [-3.011, -0.774, 2.746], [-2.679, 0.918, 2.307], [0.366, 1.960, 3.098], [1.808, 3.400, 1.752], [2.211, 2.953, -0.600]]
}

=====

No. 2
{
  "formula": "C18H23N2O7P",
  "method": "ωB97M-V/def2-TZVPD",
  "smiles": "CCNC1=C(CCOCC)C(=O)C=C([PH2]=N)C1=O.O=C1C=C(O)C(=O)C=C1O",
  "charge": 0,
  "total_energy_ev": -45637.233,
  "elements": ["C", "C", "N", "C", "C", "C", "C", "O", "C", "C", "C", "O", "C", "C", "P", "N", "C", "O", "H", "H", "H", "H", "H", "H", "H", "H", "H", "H", "H", "H", "H", "H", "H", "H", "H", "H", "H", "O", "C", "C", "C", "O", "C", "O", "C", "C", "O", "H", "H", "H", "H"],
  "xyz": [[-2.460, -3.737, 2.077], [-1.931, -3.976, 0.660], [-1.344, -2.738, 0.090], [-0.012, -2.770, -0.273], [0.505, -2.439, -1.476], [-0.291, -1.993, -2.656], [-0.239, -0.450, -2.768], [-1.501, 0.121, -3.054], [-1.884, 1.151, -2.165], [-2.506, 0.599, -0.890], [1.973, -2.475, -1.644], [2.519, -2.857, -2.662], [2.740, -2.018, -0.444], [2.228, -2.346, 0.738], [3.060, -1.714, 2.219], [3.753, -0.342, 1.880], [0.980, -3.147, 0.786], [0.817, -4.026, 1.612], [-2.720, -2.697, 2.203], [-3.362, -4.312, 2.246], [-1.712, -4.019, 2.806], [-2.790, -4.221, 0.047], [-1.229, -4.791, 0.639], [-1.916, -2.341, -0.636], [0.180, -2.386, -3.547], [-1.315, -2.336, -2.625], [0.499, -0.156, -3.507], [0.114, -0.057, -1.815], [-1.052, 1.820, -1.951], [-2.628, 1.742, -2.686], [-3.175, 1.325, -0.445], [-1.736, 0.381, -0.158], [-3.050, -0.294, -1.166], [3.628, -1.413, -0.536], [3.951, -2.666, 2.741], [2.012, -1.579, 3.147], [4.741, -0.361, 2.091], [0.057, 1.993, 1.444], [0.151, 3.169, 1.146], [-0.982, 3.999, 0.773], [-0.785, 5.280, 0.437], [-1.769, 6.097, 0.087], [0.586, 5.899, 0.428], [0.674, 7.065, 0.092], [1.716, 5.077, 0.818], [1.522, 3.795, 1.161], [2.504, 2.988, 1.523], [-1.963, 3.544, 0.779], [-1.348, 6.956, -0.107], [2.694, 5.535, 0.820], [2.099, 2.120, 1.719]]
}

=====

No. 3
{
  "formula": "C18H23N3O2",
  "method": "ωB97M-V/def2-TZVPD",
  "smiles": "Cn1nc(CC(=O)NC2CCCCCC2)c2ccccc2c1=O",
  "charge": 0,
  "total_energy_ev": -27605.625,
  "elements": ["C", "N", "N", "C", "C", "C", "O", "N", "C", "C", "C", "C", "C", "C", "C", "C", "C", "C", "C", "C", "C", "C", "O", "H", "H", "H", "H", "H", "H", "H", "H", "H", "H", "H", "H", "H", "H", "H", "H", "H", "H", "H", "H", "H", "H", "H"],
  "xyz": [[3.615, 2.930, 2.335], [3.292, 1.728, 1.599], [2.453, 0.895, 2.199], [2.094, -0.217, 1.649], [1.094, -1.021, 2.419], [-0.353, -0.667, 2.041], [-1.202, -0.460, 2.878], [-0.588, -0.627, 0.715], [-1.879, -0.278, 0.146], [-1.678, 0.881, -0.834], [-2.966, 1.592, -1.240], [-4.049, 0.680, -1.815], [-4.714, -0.194, -0.750], [-4.026, -1.539, -0.497], [-2.497, -1.506, -0.536], [2.608, -0.619, 0.360], [2.305, -1.831, -0.280], [2.837, -2.122, -1.515], [3.690, -1.222, -2.153], [4.014, -0.035, -1.539], [3.483, 0.275, -0.286], [3.858, 1.539, 0.355], [4.601, 2.376, -0.126], [4.661, 2.910, 2.644], [2.966, 2.974, 3.204], [3.464, 3.798, 1.693], [1.240, -2.091, 2.269], [1.200, -0.796, 3.480], [0.160, -0.804, 0.064], [-2.496, 0.033, 0.992], [-1.014, 1.615, -0.370], [-1.174, 0.500, -1.728], [-3.374, 2.113, -0.371], [-2.710, 2.350, -1.984], [-4.813, 1.318, -2.266], [-3.636, 0.058, -2.611], [-4.760, 0.373, 0.182], [-5.746, -0.400, -1.045], [-4.349, -1.905, 0.479], [-4.363, -2.262, -1.243], [-2.129, -2.404, -0.033], [-2.149, -1.549, -1.570], [1.659, -2.551, 0.201], [2.594, -3.059, -1.994], [4.098, -1.464, -3.123], [4.680, 0.681, -1.996]]
}

=====

No. 4
{
  "formula": "C18H23N3O3S",
  "method": "ωB97M-V/def2-TZVPD",
  "smiles": "Cc1cccc(OCCCC(=O)Nc2nnc([C@@H]3CCCO3)s2)c1C",
  "charge": 0,
  "total_energy_ev": -40487.202,
  "elements": ["C", "C", "C", "C", "C", "C", "O", "C", "C", "C", "C", "O", "N", "C", "N", "N", "C", "C", "C", "C", "C", "O", "S", "C", "C", "H", "H", "H", "H", "H", "H", "H", "H", "H", "H", "H", "H", "H", "H", "H", "H", "H", "H", "H", "H", "H", "H", "H"],
  "xyz": [[1.948, 1.707, -2.150], [1.636, 1.452, -0.706], [2.412, 0.561, 0.025], [2.123, 0.309, 1.350], [1.060, 0.941, 1.968], [0.273, 1.836, 1.253], [-0.790, 2.521, 1.776], [-1.234, 2.248, 3.087], [-1.948, 0.900, 3.204], [-3.277, 0.877, 2.436], [-3.201, 1.559, 1.096], [-3.722, 2.620, 0.852], [-2.549, 0.905, 0.062], [-1.852, -0.258, 0.030], [-1.717, -1.114, 0.985], [-0.984, -2.170, 0.655], [-0.545, -2.156, -0.547], [0.315, -3.191, -1.165], [1.800, -2.783, -1.218], [2.315, -3.541, -2.446], [1.027, -3.986, -3.170], [-0.057, -3.360, -2.516], [-1.026, -0.739, -1.456], [0.562, 2.098, -0.096], [-0.268, 3.082, -0.867], [1.129, 1.368, -2.784], [2.091, 2.771, -2.332], [2.853, 1.181, -2.445], [3.255, 0.074, -0.445], [2.729, -0.384, 1.916], [0.863, 0.733, 3.007], [-0.400, 2.305, 3.798], [-1.931, 3.063, 3.305], [-2.147, 0.697, 4.257], [-1.308, 0.109, 2.817], [-4.042, 1.406, 3.006], [-3.575, -0.161, 2.291], [-2.530, 1.450, -0.793], [0.196, -4.132, -0.604], [1.865, -1.706, -1.370], [2.320, -3.040, -0.299], [2.911, -4.406, -2.159], [2.924, -2.900, -3.080], [0.991, -3.681, -4.217], [0.911, -5.077, -3.114], [0.336, 3.949, -1.136], [-0.633, 2.639, -1.794], [-1.107, 3.424, -0.269]]
}

=====

The records above yield frontier orbital gap values of 5.8, 7.4, 8.8, 9.0 eV, respectively.